# 1
This record from the Open Molecules 2025 dataset describes a structure of composition C31H24Cl3N6O3S3V. The level of theory is ωB97M-V/def2-TZVPD.

Values from the calculation:
Total charge: -1
Energy above the lowest of the compared OMol25 structures with the same formula, charge and spin: 274.96 kJ/mol
HOMO level (spin up / spin down): -4.0 / -4.3 eV
Spin multiplicity: 4
Frontier orbital gap (spin up / spin down): 5.96 / 6.21 eV

Cartesian coordinates (Å):
1 V -0.12635 -0.07835 -1.48742
2 Cl -1.70675 -3.12761 -8.29682
3 Cl 1.47403 -3.93375 -4.01867
4 Cl -1.89168 0.29794 -4.13885
5 S 0.82083 3.24974 2.30193
6 S 3.06081 -0.22787 -2.21453
7 S 3.65938 0.84833 -4.86711
8 O -0.76214 3.26210 2.64573
9 O 1.34409 4.55989 2.71053
10 O 0.19605 -1.50793 -2.98409
11 N 0.62849 1.55283 -2.53596
12 N -1.68018 -1.42966 -0.52836
13 N 2.44596 -0.45757 0.36265
14 N -0.78043 1.52238 -0.31489
15 N 1.50052 1.60554 -3.60128
16 N -0.95654 0.39351 1.74118
17 C 1.41433 1.57390 5.95319
18 C -2.14599 3.74129 0.62010
19 C -1.21100 1.50653 0.90076
20 C -0.86248 2.64928 -1.09773
21 C 2.15695 -0.00134 4.30649
22 C -1.77274 2.70128 1.57889
23 C -0.17170 -3.38213 -6.07317
24 C 1.84733 -0.28123 -0.74079
25 C -1.95219 -1.71322 0.78617
26 C 1.28713 2.12318 3.62869
27 C -1.14464 -2.63435 -6.72014
28 C -2.69247 -2.88226 1.12023
29 C -3.31352 -3.59992 0.07149
30 C 1.95528 0.32219 5.64059
31 C -2.31064 -2.10375 -1.46608
32 C -2.24192 -2.57863 3.44781
33 C -0.05641 2.62132 -2.27008
34 C 1.08053 2.47208 4.95793
35 C -1.62323 -1.36426 3.14824
36 C 0.26517 -2.98961 -4.82636
37 C 4.65665 2.24686 -4.30382
38 C -2.81840 -3.31819 2.45395
39 C 2.29694 -0.64922 6.73894
40 C 1.82854 0.89448 3.29073
41 C 2.50202 0.81752 -3.49657
42 C -3.17695 -3.18158 -1.21306
43 C -0.22229 -1.83729 -4.14356
44 C -1.67325 -1.50620 -6.12548
45 C -1.60024 3.75122 -0.62622
46 C -1.50879 -0.87166 1.85557
47 C -1.21383 -1.13394 -4.87510
48 H 2.82163 -1.51911 6.34465
49 H -1.77138 4.59110 -1.29084
50 H -2.54485 2.42670 2.29497
51 H 2.93261 -0.18283 7.49406
52 H -3.90279 -4.47398 0.32304
53 H 0.05213 3.50563 -2.89611
54 H 2.57247 -0.96741 4.04216
55 H -0.68432 0.72398 2.65767
56 H -2.42935 -0.91510 -6.62264
57 H 0.24341 -4.26577 -6.53682
58 H 1.39565 -1.00237 7.24566
59 H -3.65502 -3.68391 -2.04176
60 H 5.12845 2.02325 -3.34836
61 H 3.46971 -0.46482 0.29931
62 H -1.24441 -0.75327 3.96114
63 H 1.96534 0.60878 2.25060
64 H 0.66252 3.44330 5.19454
65 H 4.04260 3.14139 -4.21824
66 H -2.30030 -2.89656 4.48134
67 H -3.36629 -4.22841 2.66211
68 H -2.09500 -1.83080 -2.48819
69 H 1.25602 1.83890 6.99353
70 H -2.78105 4.54919 0.95885
71 H 5.42793 2.41024 -5.05633

Atom charges from the Mulliken analysis, given in e for atoms 1 to 2: atom 1 (V): -0.106, atom 2 (Cl): -0.264

# 2
This record from the Open Molecules 2025 dataset describes a structure of composition C31H24N4O4S2Sr in a non-equilibrium geometry. The level of theory is ωB97M-V/def2-TZVPD.

Values from the calculation:
HOMO level: -7.8 eV
Frontier orbital gap: 7.99 eV

Cartesian coordinates (Å):
1 Sr -0.48827 -0.75908 0.67688
2 S -1.93132 -2.76165 -0.82450
3 S 0.08007 -0.32350 3.49080
4 O 0.25337 -1.54629 2.69486
5 O -2.41946 -1.84032 0.21641
6 O -2.72559 -2.81948 -2.02008
7 O 1.24616 0.12693 4.19900
8 N -0.44517 -2.28711 -1.02652
9 N -0.49052 0.69942 2.43648
10 N 1.84746 -0.95701 -1.05794
11 N -1.26397 2.00784 0.25652
12 C -2.02408 -6.83218 1.21741
13 C -2.08628 -8.14722 1.94384
14 C 4.08907 -0.62875 -1.82618
15 C -1.93924 -4.37061 -0.06453
16 C -2.35426 4.56962 0.34403
17 C 0.54841 -2.84062 -1.78495
18 C -2.99324 -6.48703 0.27967
19 C -1.97723 3.93948 1.54970
20 C -3.18649 -1.22985 6.50013
21 C -1.61864 2.63397 -0.84077
22 C -1.42155 2.63853 1.45202
23 C -0.94957 -0.49177 6.02918
24 C 4.05152 -1.78991 -2.54509
25 C 1.78104 -2.10199 -1.79091
26 C -2.16932 3.92710 -0.84722
27 C -1.00354 -5.92374 1.49254
28 C 1.58355 -4.47708 -3.24347
29 C -2.12342 4.54702 2.81547
30 C -3.41678 -1.42769 5.14452
31 C -1.95621 -0.76510 6.94345
32 C -1.71528 3.87607 3.93511
33 C -0.99994 1.95145 2.64208
34 C -2.41657 -1.15638 4.22548
35 C -0.95577 -4.69444 0.85838
36 C -1.15488 2.59192 3.85880
37 C -1.19181 -0.68990 4.68054
38 C 2.87837 -2.57511 -2.55305
39 C 2.95434 -0.25289 -1.08640
40 C 0.48003 -4.01773 -2.50814
41 C -2.95574 -5.26040 -0.36474
42 C 2.76057 -3.78076 -3.27780
43 H -2.52889 -8.00424 2.93241
44 H -1.77964 -0.61641 8.00048
45 H -4.37577 -1.79612 4.80481
46 H -2.54788 5.54045 2.88699
47 H -1.81671 4.34241 4.90728
48 H -3.69728 -4.98388 -1.10341
49 H 4.97070 -0.00298 -1.81057
50 H 4.91266 -2.12405 -3.11154
51 H 1.49017 -5.40114 -3.80027
52 H 0.02270 -0.13177 6.34072
53 H -3.78667 -7.18711 0.04729
54 H -2.69885 -8.86921 1.40627
55 H -0.45132 -4.56934 -2.51129
56 H -0.82088 2.09015 4.75684
57 H -1.47104 2.09434 -1.77021
58 H 3.60134 -4.13887 -3.85844
59 H -1.09046 -8.56474 2.08961
60 H -0.16030 -3.99004 1.07177
61 H 2.96125 0.65440 -0.49166
62 H -2.79000 5.56094 0.38209
63 H -2.58072 -1.30696 3.16452
64 H -0.23352 -6.18082 2.21021
65 H -2.44044 4.39028 -1.78586
66 H -3.97305 -1.43612 7.21448

Atom charges from the Mulliken analysis, given in e for atoms 1 to 2: atom 1 (Sr): 2.289, atom 2 (S): 1.620

# 3
This record from the Open Molecules 2025 dataset describes a structure of composition C31H24N6O4W. The level of theory is ωB97M-V/def2-TZVPD.

Values from the calculation:
Total charge: +2
HOMO level (spin up / spin down): -13.9 / -13.9 eV
Frontier orbital gap (spin up / spin down): 6.42 / 6.42 eV

Cartesian coordinates (Å):
1 W 0.05380 0.30613 0.39042
2 O 2.93985 -2.54304 0.39874
3 O -2.85203 -0.45944 3.18831
4 O 0.25526 -0.86159 -1.30770
5 O -0.16362 1.52512 -1.22878
6 N -0.90272 -0.59959 1.91891
7 N 0.34972 -0.16668 -2.42740
8 N 0.14104 1.06492 -2.43002
9 N 1.30358 -1.06040 1.13364
10 N 2.16733 0.73943 -0.42085
11 N -2.16624 0.16718 -0.15996
12 C -0.95505 2.07640 3.30784
13 C 1.15511 -2.18238 -3.51091
14 C -2.72830 0.41808 -1.35027
15 C 0.87759 1.86057 1.58455
16 C 2.44852 -1.45593 0.37862
17 C 2.98778 -0.31367 -0.39502
18 C 1.90241 -2.61104 3.01639
19 C -2.19749 2.52624 3.65729
20 C -4.10021 0.42075 -1.53148
21 C -0.67452 -2.01421 4.01296
22 C 1.47680 -2.87057 -4.67107
23 C 1.04355 -1.74710 2.32152
24 C -1.30649 2.90444 1.04602
25 C -3.03133 3.13024 2.69521
26 C -4.36419 -0.06559 0.78386
27 C 4.23203 -0.33695 -0.98836
28 C 0.49980 -0.25795 -4.86602
29 C -0.22326 -1.44344 2.81061
30 C -4.93681 0.18446 -0.45311
31 C -2.98908 -0.07120 0.86782
32 C 1.31703 -2.26658 -5.91016
33 C -2.29488 -0.39136 2.13376
34 C -0.47932 2.27067 1.98628
35 C 0.83116 -0.96696 -6.00718
36 C 2.59098 1.85670 -1.02443
37 C 4.66660 0.81917 -1.62044
38 C 3.83780 1.93078 -1.62275
39 C 0.67616 -0.89020 -3.64348
40 C 0.17715 -2.85690 4.68808
41 C 1.45770 -3.14765 4.19997
42 C -2.59632 3.31203 1.40261
43 H -0.31552 1.59566 4.03783
44 H -6.01131 0.18983 -0.57634
45 H -0.15011 -3.29395 5.62137
46 H -4.01439 3.47394 2.98922
47 H -4.49675 0.61157 -2.51845
48 H 1.26642 -2.64115 -2.53967
49 H 1.56806 -2.81288 -6.80891
50 H 0.70359 -0.50465 -6.97585
51 H 5.63919 0.85617 -2.09201
52 H 4.83057 -1.23510 -0.92684
53 H -2.08706 0.61711 -2.19036
54 H -2.54932 2.41411 4.67365
55 H 0.11797 0.75045 -4.92920
56 H 2.11034 -3.80343 4.75919
57 H 1.91857 2.70160 -1.03350
58 H 4.14240 2.85765 -2.08754
59 H -0.92052 3.15719 0.06838
60 H -4.94596 -0.26837 1.67201
61 H 1.84869 -3.88316 -4.60205
62 H 1.51976 1.51843 2.39397
63 H -1.64516 -1.79166 4.41474
64 H -3.22472 3.81008 0.67661
65 H 1.38435 2.60024 0.97418
66 H 2.88404 -2.85260 2.64556

Atom charges from the Mulliken analysis, given in e for atoms 1 to 2: atom 1 (W): 0.815, atom 2 (O): -0.521

# 4
This record from the Open Molecules 2025 dataset describes a structure of composition C31H24N8O2S5Ta. The level of theory is ωB97M-V/def2-TZVPD.

Values from the calculation:
Total charge: +1
Energy above the lowest of the compared OMol25 structures with the same formula, charge and spin: 0.00 kJ/mol
HOMO level: -10.8 eV
Frontier orbital gap: 7.44 eV

Cartesian coordinates (Å):
1 Ta 0.52522 -0.56470 0.36350
2 S 1.29986 1.40604 1.71355
3 S -1.23296 -2.37240 0.37960
4 S -2.42805 0.46066 -0.98768
5 S 2.46833 -2.70863 0.83155
6 S 1.94990 0.98090 -1.04533
7 O 1.79744 -1.72388 1.75870
8 O 2.20465 -4.09185 1.00989
9 N 8.20942 -1.62041 0.73015
10 N 1.79505 -2.03153 -0.45485
11 N -1.08052 0.72258 -0.14689
12 N 1.83335 4.42712 -2.41453
13 N 1.00099 5.08702 1.92050
14 N 0.36695 -1.33294 -1.89243
15 N -0.67856 -0.77271 2.28733
16 N 1.74911 -3.14880 -2.58433
17 C -1.41807 2.56034 -2.40427
18 C -3.77916 0.64195 0.14648
19 C 1.61752 3.49998 -0.01766
20 C -2.58246 1.90685 -2.02299
21 C -4.54460 -0.48839 0.39150
22 C 4.15323 -2.38546 0.84914
23 C -2.39885 -2.29608 2.93281
24 C 6.39602 -3.18765 0.64033
25 C -3.90375 3.36153 -3.37279
26 C -3.99643 1.84008 0.81700
27 C 5.04610 -3.44187 0.67223
28 C 1.14967 -3.08206 -3.77516
29 C 6.87837 -1.87504 0.78270
30 C -1.49126 -1.80196 2.00508
31 C -0.71762 -0.20374 3.49950
32 C -1.59052 -0.63945 4.47017
33 C -1.51139 3.64114 -3.27273
34 C -2.44319 -1.70119 4.17748
35 C -5.00831 1.89860 1.75806
36 C 1.33535 -2.26054 -1.71333
37 C -0.19276 -1.25450 -3.09393
38 C -3.83000 2.28538 -2.50452
39 C 1.67953 2.15739 0.19316
40 C 1.76811 4.03161 -1.33636
41 C -5.78819 0.77405 2.01335
42 C 1.28976 4.39467 1.04912
43 C 4.61162 -1.07341 0.99560
44 C -5.56296 -0.41268 1.33287
45 C 5.95955 -0.82264 0.96368
46 C -2.74989 4.03857 -3.75204
47 C 0.18280 -2.13590 -4.09110
48 H 7.09568 -4.00257 0.50746
49 H -1.06736 1.63650 0.30051
50 H -6.17663 -1.28119 1.53012
51 H -0.04037 0.61839 3.68157
52 H -5.19692 2.82122 2.28981
53 H 1.47189 -3.81021 -4.50957
54 H -3.39601 2.71545 0.59836
55 H -4.72802 1.76502 -2.19643
56 H -4.34472 -1.41036 -0.14001
57 H 3.91201 -0.26032 1.14527
58 H -3.03307 -3.13036 2.66855
59 H 4.67228 -4.45132 0.56842
60 H -6.58145 0.83096 2.74677
61 H -4.86709 3.67769 -3.74931
62 H 8.55989 -0.70458 0.94310
63 H -0.94046 -0.48775 -3.25617
64 H 6.32424 0.18948 1.08311
65 H -0.25921 -2.09175 -5.07426
66 H -0.60954 4.16651 -3.55834
67 H 8.87106 -2.37472 0.71698
68 H -1.59917 -0.16000 5.43758
69 H -0.45065 2.23933 -2.03735
70 H -2.81975 4.88284 -4.42451
71 H -3.13505 -2.06426 4.92623

Atom charges from the Mulliken analysis, given in e for atoms 1 to 2: atom 1 (Ta): 1.129, atom 2 (S): -0.411

The records above give, respectively, DFT total energy values of -143381.70316; -69196.24465; -51478.14491; -104277.55815 eV.